i:
{
  "formula": "C4H30N2O12",
  "method": "ωB97M-V/def2-TZVPD",
  "homo_ev": -9.7,
  "smiles": "CNCCNC(=O)O.O.O.O.O.O.O.O.O.O.O",
  "mol_weight_g_mol": 298.29,
  "elements": ["C", "H", "O", "H", "H", "O", "O", "O", "O", "H", "H", "H", "H", "N", "H", "H", "H", "H", "C", "H", "O", "H", "O", "H", "H", "H", "N", "H", "O", "O", "O", "H", "C", "H", "H", "O", "H", "H", "H", "H", "H", "C", "H", "H", "H", "H", "H", "O"],
  "coordinates": [[-0.91, 1.01, -2.46], [1.70, -3.54, 0.86], [3.52, -0.05, -1.47], [4.06, -0.31, -2.23], [-0.27, 1.36, -3.25], [-3.40, -1.12, 1.81], [0.00, -3.13, -0.82], [-1.03, -2.24, 0.95], [4.30, 2.11, 0.48], [1.03, 3.28, 1.70], [-1.57, 0.17, 2.03], [-3.75, -1.45, -0.54], [-0.55, -2.99, 3.29], [-1.04, -0.94, -0.88], [-0.28, 3.62, -2.25], [-0.47, -1.49, 3.10], [-2.74, -2.37, -1.17], [-2.81, -1.37, 2.50], [-0.26, -0.30, -1.89], [-2.31, 3.07, -2.18], [-1.22, 0.70, 1.33], [0.77, 2.51, -0.08], [1.62, 3.11, -0.01], [-1.50, -0.42, -0.13], [4.12, -0.16, -0.80], [-1.53, 3.96, -0.82], [-0.76, 1.96, -1.31], [1.16, -0.95, 0.08], [1.68, -1.31, 0.79], [1.43, -4.39, 0.88], [0.34, 2.87, 2.13], [-1.30, 1.65, -0.48], [-1.23, 3.25, -1.71], [3.61, 2.58, -0.17], [0.62, -3.66, -0.22], [-3.57, -2.36, -0.83], [3.74, 1.66, 1.11], [0.81, -0.27, -1.51], [-0.03, -0.91, -2.80], [-1.66, 1.56, 1.29], [-3.23, -1.80, 1.12], [-0.62, -2.17, -0.18], [1.69, 3.80, -0.65], [0.66, 2.00, 2.67], [2.64, -1.12, 0.64], [-1.92, 1.13, -2.72], [0.58, -4.34, 1.29], [-0.12, -2.20, 3.49]],
  "nbo_charge": [-0.22, 0.48, -0.93, 0.47, 0.20, -0.96, -0.71, -0.71, -0.97, 0.49, 0.49, 0.47, 0.47, -0.73, 0.21, 0.46, 0.47, 0.46, -0.23, 0.17, -0.95, 0.54, -1.03, 0.44, 0.47, 0.21, -0.67, 0.48, -0.96, -0.89, -0.98, 0.36, -0.44, 0.50, 0.50, -0.93, 0.46, 0.19, 0.21, 0.49, 0.49, 0.90, 0.48, 0.48, 0.49, 0.20, 0.48, -0.93]
}



ii:
{
  "formula": "C4H30N2O12",
  "method": "ωB97M-V/def2-TZVPD",
  "homo_ev": -9.8,
  "smiles": "CNC(=O)[C@@H](N)CO.O.O.O.O.O.O.O.O.O.O",
  "mol_weight_g_mol": 298.29,
  "elements": ["N", "C", "H", "O", "H", "H", "H", "O", "H", "O", "H", "H", "H", "H", "H", "O", "H", "H", "H", "H", "O", "H", "N", "H", "O", "H", "H", "H", "O", "H", "H", "O", "O", "H", "H", "C", "H", "H", "C", "H", "H", "O", "H", "H", "C", "O", "H", "O"],
  "coordinates": [[-0.51, -0.74, -0.45], [0.21, 0.35, -0.09], [-3.48, 0.00, 0.18], [0.74, 0.33, 1.02], [-1.37, 2.76, -0.85], [0.94, 1.35, -1.78], [2.19, -0.56, -4.48], [1.40, -0.47, -5.09], [1.77, 1.02, 2.40], [-1.86, 2.09, 1.44], [-0.59, -1.92, -2.28], [4.11, 0.12, 1.39], [-2.66, 0.90, -0.70], [-0.94, -0.21, -2.57], [-1.78, 1.68, 2.37], [3.26, -1.41, -1.32], [-2.71, 2.02, 1.13], [-3.04, -3.92, 0.29], [1.88, 3.39, -0.87], [-1.04, 2.44, -2.43], [2.70, 1.41, 2.67], [0.06, -2.10, 2.02], [-1.02, 2.10, -1.48], [-2.03, -1.24, 2.05], [-2.99, -1.31, 1.86], [2.82, -0.58, 1.55], [-0.46, 3.44, 0.97], [1.66, 2.43, 0.67], [-0.45, -1.47, 2.54], [-3.00, -2.47, 0.26], [1.03, -1.33, -5.14], [0.21, 3.77, 0.19], [3.74, -0.81, 1.42], [-2.23, -1.21, -1.89], [3.49, -1.09, -0.52], [1.11, 2.77, -0.22], [0.07, -2.99, -0.59], [2.59, 2.41, 2.71], [-1.07, -0.97, -1.83], [4.06, -1.61, -1.86], [0.12, -0.63, 2.40], [-3.58, 0.83, -0.29], [-0.56, -1.50, 0.37], [-3.46, -1.12, 2.72], [0.29, 1.61, -0.96], [0.57, -3.32, 0.15], [1.52, -3.15, -0.02], [-2.68, -3.19, -0.26]],
  "nbo_charge": [-0.65, 0.73, 0.48, -0.77, 0.39, 0.23, 0.47, -0.94, 0.50, -0.98, 0.19, 0.49, 0.49, 0.24, 0.49, -0.97, 0.50, 0.47, 0.19, 0.39, -0.99, 0.50, -0.86, 0.51, -1.02, 0.48, 0.50, 0.19, -0.98, 0.49, 0.47, -0.77, -0.96, 0.24, 0.49, -0.07, 0.48, 0.48, -0.44, 0.47, 0.51, -0.98, 0.45, 0.49, -0.18, -0.96, 0.50, -0.96]
}



iii:
{
  "formula": "C4H30N2O12",
  "method": "ωB97M-V/def2-TZVPD",
  "homo_ev": -9.9,
  "smiles": "C[C@@H](O)CNC(N)=O.O.O.O.O.O.O.O.O.O.O",
  "mol_weight_g_mol": 298.29,
  "elements": ["H", "H", "H", "H", "H", "H", "O", "N", "H", "O", "O", "O", "H", "O", "H", "H", "H", "H", "C", "H", "H", "H", "O", "C", "H", "O", "H", "H", "C", "H", "H", "C", "H", "O", "O", "H", "N", "H", "H", "H", "O", "H", "H", "H", "H", "H", "O", "O"],
  "coordinates": [[-0.27, -0.47, -2.26], [0.40, -0.29, -0.30], [3.11, -0.17, -1.51], [-0.49, -2.72, -2.09], [-0.28, -1.63, 0.66], [-1.65, -3.02, 1.98], [4.14, 1.69, 0.25], [-1.39, 0.26, 0.84], [-3.50, 1.38, -1.25], [0.65, 3.39, -0.19], [-1.75, 3.07, -2.93], [-0.48, -3.55, -1.57], [-2.99, 3.12, 2.47], [-1.79, -2.16, 2.38], [1.50, 3.09, 0.00], [-3.66, 1.52, 0.49], [-2.36, -1.75, 1.82], [4.33, -0.89, -1.98], [-1.99, 0.59, -0.39], [2.06, -2.69, -2.06], [-0.12, -0.91, 3.24], [-2.79, -1.79, -0.41], [3.64, -0.88, -1.35], [-0.10, -0.53, 0.71], [-0.86, 2.90, -2.53], [2.17, -3.28, -1.29], [-2.41, -3.14, -0.97], [1.51, -0.35, 3.61], [0.61, 0.02, 3.12], [2.76, -2.81, -0.69], [-1.50, 3.33, 2.35], [0.94, 0.13, 1.65], [0.52, 4.28, -0.44], [-2.15, 2.74, 2.11], [-3.17, -2.65, -0.67], [-1.43, 0.87, 1.59], [-3.19, 1.21, -0.30], [-2.01, 2.25, -3.32], [0.95, 1.17, 1.33], [3.80, 2.37, 0.84], [0.45, -0.82, -2.83], [0.44, -3.68, -1.29], [0.05, -0.89, -3.69], [2.52, -0.32, 0.68], [4.59, 0.98, 0.62], [0.50, 0.92, 3.57], [-1.62, 0.30, -1.55], [2.30, -0.17, 1.56]],
  "nbo_charge": [0.51, 0.19, 0.48, 0.48, 0.23, 0.48, -0.97, -0.67, 0.41, -0.96, -0.95, -1.01, 0.48, -0.93, 0.48, 0.40, 0.47, 0.48, 0.80, 0.50, 0.26, 0.45, -0.96, -0.25, 0.48, -0.97, 0.50, 0.23, -0.68, 0.50, 0.48, 0.09, 0.49, -0.95, -0.95, 0.43, -0.81, 0.47, 0.14, 0.48, -1.01, 0.51, 0.47, 0.47, 0.49, 0.21, -0.74, -0.72]
}



Which of them is least stable? Easy: i.



i:
{
  "formula": "C20H33NO4",
  "method": "ωB97M-V/def2-TZVPD",
  "homo_ev": -8.9,
  "smiles": "CCO[C@H]1OC(C(=O)NC2CC2)=C[C@@H](C2CCCCC2)[C@@H]1CCCO",
  "mol_weight_g_mol": 351.49,
  "elements": ["H", "H", "H", "H", "H", "C", "H", "H", "C", "H", "O", "H", "H", "H", "H", "C", "C", "C", "C", "O", "H", "H", "C", "H", "H", "H", "C", "C", "H", "C", "H", "O", "C", "C", "H", "H", "H", "C", "C", "C", "H", "H", "H", "C", "C", "C", "H", "C", "H", "H", "O", "H", "H", "H", "C", "N", "H", "H"],
  "coordinates": [[-1.84, -4.45, 0.07], [-0.45, -2.36, 0.54], [5.63, 0.61, 1.11], [-4.64, 3.55, -1.31], [-1.07, 3.42, -0.63], [-1.36, -1.85, 0.87], [-2.86, -1.67, -2.23], [-3.20, 1.58, -1.72], [0.31, -0.51, -1.14], [0.97, 2.09, 3.06], [0.12, 0.70, 1.79], [7.03, 0.85, -0.01], [5.11, -1.59, 0.01], [-3.06, 3.04, 0.95], [3.01, 0.67, 3.54], [2.76, -0.30, -1.12], [5.75, -0.90, -0.51], [-1.32, 2.48, -1.12], [1.01, 1.01, 2.85], [-3.89, 3.03, 0.47], [-1.50, -2.68, -1.74], [-1.09, -1.13, 1.64], [6.06, 0.41, 0.13], [-0.61, 2.36, -1.95], [-3.43, -4.63, 0.82], [-1.50, 0.16, -1.92], [1.39, 0.18, -0.78], [-2.72, -3.91, 0.40], [-2.73, 2.98, -2.69], [-1.12, 1.30, -0.15], [0.21, 2.59, 1.00], [2.95, -1.39, -1.64], [-2.00, -1.14, -0.31], [-3.65, 3.49, -0.84], [-2.92, -0.65, 0.03], [5.48, 0.74, -1.99], [-1.94, 1.28, 0.57], [5.12, 0.35, -1.04], [-1.09, -0.04, -0.92], [-3.35, -3.20, -0.80], [2.47, -0.46, 2.28], [0.46, -1.43, -1.67], [-4.27, -2.70, -0.48], [-2.75, 2.57, -1.67], [-2.39, -2.17, -1.38], [-2.32, -2.88, 1.46], [-3.23, 4.50, -0.82], [0.16, 1.53, 0.67], [-1.85, -3.39, 2.30], [-3.62, -3.93, -1.57], [1.34, 1.37, -0.09], [3.45, 1.47, -0.43], [2.92, 1.19, 1.86], [0.59, 0.47, 3.71], [2.45, 0.58, 2.62], [3.74, 0.58, -0.80], [-3.22, -2.38, 1.83], [6.51, -1.38, -1.12]],
  "nbo_charge": [0.19, 0.20, 0.22, 0.18, 0.19, -0.42, 0.20, 0.21, -0.19, 0.16, -0.55, 0.22, 0.23, 0.46, 0.21, 0.64, -0.40, -0.40, -0.06, -0.71, 0.19, 0.23, -0.43, 0.22, 0.20, 0.22, 0.17, -0.40, 0.21, -0.25, 0.16, -0.62, -0.19, -0.05, 0.20, 0.20, 0.22, -0.07, -0.25, -0.40, 0.22, 0.24, 0.19, -0.43, -0.39, -0.39, 0.15, 0.40, 0.20, 0.21, -0.54, 0.41, 0.21, 0.19, -0.64, -0.61, 0.19, 0.22]
}



ii:
{
  "formula": "C20H33NO4",
  "method": "ωB97M-V/def2-TZVPD",
  "homo_ev": -7.4,
  "mol_weight_g_mol": 351.49,
  "elements": ["C", "H", "C", "H", "H", "H", "C", "C", "C", "H", "H", "C", "C", "C", "C", "H", "H", "C", "H", "O", "H", "C", "H", "H", "O", "H", "H", "H", "H", "O", "C", "H", "C", "O", "H", "H", "H", "H", "H", "H", "H", "H", "C", "C", "C", "N", "H", "H", "H", "H", "C", "C", "H", "C", "H", "H", "H", "C"],
  "coordinates": [[-2.46, 0.07, -2.49], [1.06, 0.70, -6.60], [2.62, 0.23, -5.32], [3.39, 0.64, -4.58], [1.10, 1.46, -5.05], [1.32, -4.92, 2.41], [-0.07, 1.42, 3.54], [-1.95, 2.95, 3.46], [-0.24, -0.88, 1.25], [-1.07, -0.75, 1.95], [0.88, -1.71, 2.85], [0.67, -0.10, -1.22], [1.64, -2.65, 0.95], [0.52, 0.23, 1.42], [-1.11, 2.04, 1.27], [-1.26, 4.17, 2.00], [2.94, -3.39, 2.55], [1.35, 0.67, -5.53], [-2.92, 2.41, 3.69], [1.94, 1.31, -2.66], [-2.29, 1.10, -2.20], [1.11, 0.71, -0.08], [3.31, -0.56, -5.96], [-1.63, -0.25, -3.02], [1.94, -4.82, 1.85], [-2.84, 3.48, 1.46], [0.62, -1.48, -3.07], [-2.85, -1.93, -1.36], [0.03, 3.31, 3.98], [-2.07, -0.49, -0.17], [1.30, -0.86, -4.81], [-3.21, -0.15, -3.38], [-1.82, 3.44, 2.09], [-0.06, -1.13, -1.20], [-2.10, 1.25, 1.31], [-0.02, -2.93, 1.93], [2.23, -1.75, 0.73], [0.59, 0.94, 3.99], [1.42, -3.02, 0.10], [3.30, -3.72, 0.98], [-1.07, 0.45, 3.67], [-3.83, -0.41, -0.87], [2.55, -3.70, 1.61], [1.48, 0.30, -2.56], [0.66, -1.98, 1.77], [1.24, -0.60, -3.46], [-1.05, 2.27, 5.26], [-1.23, 2.32, 0.19], [1.04, -1.56, -5.38], [-1.16, -2.25, -0.01], [-0.79, 2.55, 4.16], [-1.10, -1.23, -0.10], [-2.55, 4.13, 4.06], [-0.24, 1.47, 1.99], [1.59, 0.00, 1.97], [1.54, 1.65, -0.28], [0.52, 2.31, 2.08], [-2.91, -0.76, -1.17]],
  "nbo_charge": [-0.64, 0.21, -0.39, 0.24, 0.22, 0.47, -0.23, -0.35, -0.31, 0.22, 0.22, 0.23, -0.45, -0.19, -0.38, 0.17, 0.14, -0.43, 0.24, -0.61, 0.22, -0.31, 0.22, 0.21, -0.70, 0.21, 0.41, 0.16, 0.20, -0.48, -0.04, 0.21, -0.35, -0.57, 0.15, 0.16, 0.19, 0.20, 0.20, 0.17, 0.07, 0.19, -0.02, 0.64, -0.36, -0.62, 0.23, 0.26, 0.20, 0.16, -0.47, 0.44, 0.14, -0.30, 0.23, 0.23, 0.20, -0.05]
}



Which of them is least stable? Easy: ii.



i:
{
  "formula": "C3H5BrO",
  "method": "ωB97M-V/def2-TZVPD",
  "homo_ev": -9.6,
  "mol_weight_g_mol": 136.98,
  "elements": ["C", "O", "C", "H", "H", "H", "H", "C", "H", "Br"],
  "coordinates": [[1.28, 0.17, -0.07], [2.21, -0.72, 0.22], [-1.12, 0.16, -0.62], [1.43, 1.37, 0.77], [-2.11, -0.05, -0.46], [-0.31, -0.49, 1.10], [-0.78, 0.84, -1.36], [-0.12, -0.02, 0.19], [2.01, -1.69, 0.04], [1.71, 1.03, -1.89]],
  "nbo_charge": [0.16, -0.69, -0.36, 0.17, 0.21, 0.21, 0.21, -0.29, 0.50, -0.11]
}



ii:
{
  "formula": "C3H5BrO",
  "method": "ωB97M-V/def2-TZVPD",
  "homo_ev": -10.2,
  "smiles": "C=CC=O.Br",
  "mol_weight_g_mol": 136.98,
  "elements": ["H", "C", "O", "H", "H", "H", "C", "H", "Br", "C"],
  "coordinates": [[1.31, -0.67, 0.67], [-0.83, 0.17, 1.00], [0.27, -0.49, -1.00], [-0.87, -0.11, 2.07], [-1.46, 1.44, -0.43], [-2.35, 1.54, 1.22], [-1.53, 1.18, 0.53], [1.88, -1.25, -2.26], [3.33, -1.48, -2.01], [0.27, -0.33, 0.20]],
  "nbo_charge": [0.13, -0.32, -0.55, 0.22, 0.20, 0.21, -0.27, 0.25, -0.26, 0.40]
}



Which of them is least stable? Easy: i.



i:
{
  "formula": "C2H4ClFO2",
  "method": "ωB97M-V/def2-TZVPD",
  "homo_ev": -8.3,
  "mol_weight_g_mol": 114.50,
  "elements": ["C", "O", "H", "O", "Cl", "H", "H", "H", "C", "F"],
  "coordinates": [[0.33, -0.75, -0.38], [0.32, -1.00, 0.97], [-0.25, -1.23, -1.19], [-0.11, 1.90, 0.61], [-2.43, 1.13, -0.48], [-0.63, 2.69, 0.81], [1.17, -0.45, -0.85], [-0.47, -1.34, 1.45], [-0.66, 1.30, -0.49], [-0.10, 1.79, -1.63]],
  "nbo_charge": [0.01, -0.69, 0.17, -0.70, -0.07, 0.47, 0.17, 0.51, 0.48, -0.36]
}



ii:
{
  "formula": "C2H4ClFO2",
  "method": "ωB97M-V/def2-TZVPD",
  "homo_ev": -9.2,
  "smiles": "O/C=C(/O)Cl.F",
  "mol_weight_g_mol": 114.50,
  "elements": ["O", "H", "F", "H", "C", "H", "C", "O", "Cl", "H"],
  "coordinates": [[-1.07, -0.11, 0.96], [-1.32, 0.64, 1.48], [-0.99, -3.07, 0.73], [0.59, 2.11, 0.38], [-0.21, 0.27, -0.02], [1.82, 0.69, -1.55], [0.65, 1.24, -0.16], [1.48, 1.45, -1.16], [-0.14, -1.05, -1.20], [-0.80, -2.17, 0.54]],
  "nbo_charge": [-0.68, 0.50, -0.58, 0.18, 0.20, 0.49, 0.04, -0.65, -0.05, 0.56]
}



Which of them is least stable? Easy: i.